# 1
{
  "formula": "C35H85ClF7N25O14S2",
  "method": "ωB97M-V/def2-TZVPD",
  "total_energy_ha": -5762.82709,
  "homo_ev": -7.432,
  "smiles": "CCSC[C@@]1(CCCCCN)[C@@H](CNC)C[C@H](Cl)[N@@+](COC)(C(=O)[O-])[C@]1(CSCC)C(F)(F)C(F)(F)C(F)(F)F.NC(N)=O.NC(N)=O.NC(N)=O.NC(N)=O.NC(N)=O.NC(N)=O.NC(N)=O.NC(N)=O.NC(N)=O.NC(N)=O.NC(N)=O",
  "homo_lumo_gap_ev": 7.12,
  "symbols": ["C", "C", "S", "C", "C", "C", "C", "C", "C", "C", "N", "C", "C", "N", "C", "C", "C", "Cl", "N", "C", "O", "C", "C", "O", "O", "C", "C", "S", "C", "C", "C", "F", "F", "C", "F", "F", "C", "F", "F", "F", "H", "H", "H", "H", "H", "H", "H", "H", "H", "H", "H", "H", "H", "H", "H", "H", "H", "H", "H", "H", "H", "H", "H", "H", "H", "H", "H", "H", "H", "H", "H", "H", "H", "H", "H", "H", "H", "H", "H", "H", "H", "N", "C", "N", "O", "H", "H", "H", "H", "N", "C", "N", "O", "H", "H", "H", "H", "N", "C", "N", "O", "H", "H", "H", "H", "N", "C", "N", "O", "H", "H", "H", "H", "N", "C", "N", "O", "H", "H", "H", "H", "N", "C", "N", "O", "H", "H", "H", "H", "N", "C", "N", "O", "H", "H", "H", "H", "N", "C", "N", "O", "H", "H", "H", "H", "N", "C", "N", "O", "H", "H", "H", "H", "N", "C", "N", "O", "H", "H", "H", "H", "N", "C", "N", "O", "H", "H", "H", "H"],
  "coordinates": [[-3.84169, -3.47123, -1.07141], [-2.72112, -4.20655, -0.34104], [-1.75322, -3.11243, 0.73052], [-0.09149, -3.35335, 0.02137], [1.22085, -2.73488, 0.56252], [2.14590, -2.97255, -0.70268], [2.27641, -1.92179, -1.81148], [1.19061, -1.87640, -2.89382], [1.46139, -0.68236, -3.83221], [0.94901, 0.63063, -3.21280], [0.66354, 1.65541, -4.23258], [1.01122, -1.18732, 0.69492], [-0.19895, -0.52145, 1.40276], [-0.67828, -1.04305, 2.67466], [-2.10969, -0.76363, 2.87230], [2.32129, -0.46775, 1.10409], [3.25336, -1.31166, 1.95034], [4.71784, -1.79222, 0.97879], [2.58935, -2.38436, 2.75765], [3.70655, -2.91780, 3.63901], [3.23190, -3.77581, 4.61257], [3.63157, -3.42087, 5.92355], [1.73307, -1.55080, 3.92067], [2.02589, -0.36183, 3.93170], [1.07538, -2.21582, 4.69763], [1.83795, -3.43268, 1.89959], [0.64089, -3.99958, 2.75331], [-0.35456, -5.51619, 2.62189], [-0.53312, -6.47480, 1.11445], [-1.52004, -7.61111, 1.46097], [2.67981, -4.73483, 1.58943], [2.05849, -5.39220, 0.60908], [3.90684, -4.43931, 1.05597], [3.19056, -5.87851, 2.61254], [3.58707, -6.85313, 1.72249], [4.38067, -5.57017, 3.15111], [2.42590, -6.78537, 3.64692], [1.80315, -6.15761, 4.63994], [3.39451, -7.52168, 4.24010], [1.66053, -7.68490, 3.05461], [-4.56481, -3.12285, -0.33604], [-4.32824, -4.16160, -1.75648], [-3.42183, -2.63845, -1.62504], [-3.13432, -5.01241, 0.26846], [-2.03620, -4.68963, -1.04038], [0.04464, -4.40271, -0.21454], [-0.18457, -2.90696, -0.96684], [1.80927, -3.87505, -1.21456], [3.15995, -3.22946, -0.43405], [2.44053, -0.89880, -1.48081], [3.19544, -2.15310, -2.35854], [0.19287, -1.69631, -2.48625], [1.17646, -2.80267, -3.46981], [2.53880, -0.61809, -3.98257], [0.92805, -0.80021, -4.77371], [1.75254, 1.00291, -2.56843], [0.11057, 0.43851, -2.53431], [0.99042, 2.53774, -3.84143], [-0.34301, 1.77854, -4.24521], [0.85335, -0.79995, -0.31136], [0.06012, 0.54335, 1.50196], [-1.04997, -0.48337, 0.72205], [-0.25299, -0.49050, 3.40926], [-2.72425, -1.22164, 2.10823], [-2.41391, -1.10987, 3.85622], [-2.27646, 0.32461, 2.85640], [2.88794, -0.14179, 0.23795], [2.09561, 0.42299, 1.67967], [3.76324, -0.63615, 2.61651], [4.53965, -3.33814, 3.08641], [4.09348, -2.02945, 4.14581], [4.71770, -3.31157, 5.98207], [3.33329, -4.20695, 6.60931], [3.16785, -2.47921, 6.22452], [1.07561, -4.13183, 3.73996], [-0.04119, -3.16216, 2.88535], [-0.89939, -5.98856, 0.21727], [0.39592, -6.94769, 0.80417], [-2.12830, -7.28998, 2.31077], [-1.01045, -8.52303, 1.75219], [-2.22841, -7.76211, 0.65057], [-4.06406, -4.71569, 5.26458], [-4.52451, -3.43234, 5.17990], [-4.94840, -2.88041, 6.36274], [-4.54818, -2.81990, 4.12890], [-4.02406, -5.23781, 6.11764], [-3.73353, -5.14175, 4.41806], [-5.28677, -1.93786, 6.33189], [-4.93279, -3.36605, 7.23818], [-0.16416, -6.10157, 6.57833], [-1.37573, -6.69886, 6.75888], [-2.16461, -6.13710, 7.73800], [-1.74477, -7.66377, 6.11403], [0.13948, -5.30677, 7.10830], [0.45194, -6.48118, 5.87724], [-3.05595, -6.56277, 7.90484], [-1.88741, -5.34542, 8.28599], [-0.44162, 6.21861, -4.09701], [-0.17345, 5.24778, -3.18624], [-0.99876, 5.25426, -2.09141], [0.72576, 4.43359, -3.33285], [-1.17825, 6.88989, -3.98924], [0.12706, 6.25793, -4.92507], [-0.84839, 4.55462, -1.38862], [-1.74138, 5.92174, -1.97475], [-1.40206, 5.90320, -8.37065], [-1.55073, 7.04782, -7.66111], [-2.60003, 7.84217, -8.04255], [-0.79740, 7.35297, -6.74234], [-2.00886, 5.63559, -9.12114], [-0.65018, 5.28871, -8.11334], [-2.73848, 8.69966, -7.54609], [-3.22379, 7.60770, -8.79044], [5.02266, 3.49455, -7.04378], [3.85740, 2.79987, -6.80894], [3.11938, 3.25483, -5.75564], [3.52592, 1.85377, -7.49936], [5.32229, 4.27567, -6.49360], [5.59088, 3.18763, -7.80943], [2.25492, 2.77999, -5.54203], [3.39305, 4.03503, -5.18982], [-3.33000, 9.18745, -4.67292], [-3.92447, 8.50739, -3.65104], [-5.05089, 9.07125, -3.13152], [-3.46711, 7.45281, -3.22684], [-3.67967, 10.05434, -5.03467], [-2.49558, 8.78876, -5.07370], [-5.50293, 8.58726, -2.37842], [-5.44187, 9.93258, -3.46221], [0.15948, 7.75551, -0.08446], [0.00911, 8.90622, 0.63108], [-1.03337, 9.70203, 0.23658], [0.74366, 9.21640, 1.55496], [-0.43993, 7.49116, -0.84245], [0.91174, 7.14390, 0.17186], [-1.17234, 10.55728, 0.74016], [-1.64969, 9.47172, -0.51917], [3.42647, 7.44644, 4.63095], [2.29528, 7.12092, 5.33325], [1.12977, 7.56304, 4.77378], [2.33054, 6.48809, 6.37329], [3.41291, 7.96717, 3.77451], [4.30290, 7.14015, 5.00735], [0.27900, 7.34617, 5.25592], [1.08603, 8.08702, 3.91547], [8.76526, -4.86346, 3.17612], [8.12201, -3.74367, 2.71627], [6.89166, -3.96788, 2.16069], [8.61024, -2.63172, 2.79935], [8.38058, -5.78661, 3.11761], [9.66876, -4.73435, 3.58979], [6.38625, -3.17043, 1.81020], [6.47347, -4.87683, 2.08610], [-6.66920, -0.31842, -3.78404], [-6.44653, -1.44124, -3.02785], [-7.39983, -1.70487, -2.08124], [-5.47175, -2.14936, -3.18569], [-7.46502, 0.27829, -3.66931], [-5.98640, -0.09822, -4.48425], [-7.26348, -2.51729, -1.50973], [-8.20907, -1.13401, -1.93283], [-3.52995, 4.55731, -5.09911], [-3.45371, 3.55740, -6.02595], [-4.65620, 2.99103, -6.37839], [-2.39966, 3.19074, -6.50868], [-4.38717, 4.87365, -4.68842], [-2.66798, 4.99261, -4.81689], [-4.63171, 2.25305, -7.05636], [-5.53636, 3.27642, -5.99537]]
}



# 2
{
  "formula": "C64H53N2O3OsP2S2Te",
  "method": "ωB97M-V/def2-TZVPD",
  "total_energy_ha": -4642.75599,
  "homo_ev": [-13.895, -13.887],
  "charge": 3,
  "homo_lumo_gap_ev": [3.65, 3.62],
  "symbols": ["Os", "O", "S", "C", "C", "C", "C", "C", "C", "C", "C", "C", "C", "P", "C", "C", "C", "C", "C", "C", "C", "C", "C", "C", "C", "C", "C", "C", "C", "C", "C", "C", "C", "C", "C", "C", "C", "C", "P", "C", "C", "C", "C", "C", "C", "C", "C", "C", "C", "C", "C", "C", "C", "H", "H", "H", "H", "H", "H", "H", "H", "H", "H", "H", "H", "H", "H", "H", "H", "H", "H", "H", "H", "H", "H", "H", "H", "H", "H", "H", "H", "H", "H", "H", "H", "H", "H", "H", "H", "O", "C", "O", "C", "C", "C", "C", "C", "C", "H", "H", "H", "H", "H", "C", "Te", "C", "C", "C", "C", "C", "C", "C", "H", "H", "H", "H", "H", "H", "H", "H", "N", "C", "N", "S", "H", "H", "H", "H"],
  "coordinates": [[0.13840, 1.48840, 0.46280], [1.92280, 0.27660, 0.94710], [1.67880, -1.21950, 0.71770], [2.16510, -1.93450, 2.29180], [3.04640, -2.99640, 2.35000], [3.55380, -3.47990, 3.56190], [3.16600, -2.85770, 4.72560], [3.58000, -3.06050, 6.14470], [2.73790, -2.05370, 6.95650], [1.89420, -1.35300, 5.94910], [0.93120, -0.38420, 6.07060], [0.26030, 0.02530, 4.91690], [0.54650, -0.43720, 3.63530], [-0.62860, 0.05900, 2.32080], [-1.92600, -1.21130, 2.37530], [-1.99700, -2.15350, 3.39730], [-3.09960, -2.98680, 3.48060], [-4.11560, -2.89230, 2.54100], [-4.02820, -1.97860, 1.49870], [-2.92980, -1.14300, 1.40920], [-1.46040, 1.50750, 3.04760], [-2.83290, 1.60080, 3.23120], [-3.39230, 2.80850, 3.61330], [-2.59100, 3.92160, 3.80980], [-1.21540, 3.82890, 3.64710], [-0.64740, 2.63220, 3.25730], [1.60470, -1.37380, 3.46870], [2.19660, -1.83860, 4.66290], [3.04430, -1.54470, -0.40270], [4.35890, -1.39420, -0.00390], [5.42240, -1.37340, -0.91450], [5.13390, -1.39120, -2.26120], [5.98660, -1.24250, -3.47720], [5.00290, -1.26480, -4.66950], [3.65250, -1.39650, -4.05710], [2.38450, -1.39370, -4.59640], [1.29290, -1.55130, -3.74350], [1.42120, -1.73070, -2.37020], [-0.03200, -2.00800, -1.35200], [0.33020, -3.60940, -0.53340], [-0.35330, -3.90640, 0.64270], [-0.14580, -5.11010, 1.29100], [0.74370, -6.03320, 0.76370], [1.42010, -5.74540, -0.41150], [1.23070, -4.53500, -1.05700], [-1.38530, -2.39940, -2.51510], [-1.25620, -3.49450, -3.36630], [-2.24350, -3.73930, -4.30260], [-3.35850, -2.91900, -4.38230], [-3.50260, -1.85610, -3.50560], [-2.51750, -1.59930, -2.56730], [2.70830, -1.62010, -1.77280], [3.79000, -1.49740, -2.66010], [3.37870, -3.45530, 1.43000], [4.25380, -4.30030, 3.56270], [4.65130, -2.88430, 6.26450], [3.40800, -4.09110, 6.45790], [3.36700, -1.34590, 7.49730], [2.11590, -2.54310, 7.70610], [0.66380, 0.03780, 7.02530], [-0.54710, 0.72900, 5.03800], [-1.20570, -2.22050, 4.12830], [-3.17090, -3.69820, 4.29060], [-4.97730, -3.53680, 2.61870], [-4.82370, -1.91190, 0.77070], [-2.84850, -0.41180, 0.61000], [-3.46140, 0.73830, 3.07260], [-4.45880, 2.87730, 3.75430], [-3.04430, 4.85690, 4.09660], [-0.58270, 4.68370, 3.83130], [0.43220, 2.53990, 3.16210], [4.57580, -1.27610, 1.04710], [6.43570, -1.30890, -0.55070], [6.72600, -2.04160, -3.54160], [6.55220, -0.31000, -3.43820], [5.19580, -2.10630, -5.33870], [5.07890, -0.36560, -5.28390], [2.21820, -1.28240, -5.65540], [0.30180, -1.56600, -4.17260], [-1.05760, -3.19110, 1.04250], [-0.68030, -5.33230, 2.20200], [0.91090, -6.97330, 1.26660], [2.09470, -6.47470, -0.83380], [1.77000, -4.32380, -1.97000], [-0.39200, -4.13920, -3.30020], [-2.13410, -4.57300, -4.97810], [-4.11660, -3.11530, -5.12390], [-4.38260, -1.23180, -3.55260], [-2.62700, -0.77980, -1.86180], [-0.36490, 1.96140, -3.53970], [0.48340, 1.58710, -2.70190], [0.16940, 0.77270, -1.76690], [1.84000, 2.18630, -2.80130], [2.85950, 1.88350, -1.90240], [4.08680, 2.51350, -2.00730], [4.30480, 3.44550, -3.01160], [3.29650, 3.75250, -3.91430], [2.06950, 3.12650, -3.80970], [2.68930, 1.15270, -1.12540], [4.87320, 2.27090, -1.30590], [5.26340, 3.93230, -3.08400], [3.46320, 4.48160, -4.69350], [1.27480, 3.36510, -4.49930], [-4.58660, 2.58240, -1.95610], [-2.51820, 1.97580, -2.31750], [-2.33880, 3.98540, -3.07280], [-3.69260, 4.62640, -3.08590], [-3.87360, 5.89250, -3.63270], [-5.15010, 6.40680, -3.77400], [-6.25220, 5.66540, -3.36500], [-6.07330, 4.42380, -2.78530], [-4.79420, 3.90610, -2.62200], [-4.79380, 2.65450, -0.88700], [-5.26600, 1.84180, -2.38120], [-1.93760, 3.88990, -4.08480], [-1.60700, 4.53880, -2.47310], [-3.02270, 6.45920, -3.97880], [-5.29370, 7.37570, -4.22380], [-7.24620, 6.06040, -3.49610], [-6.92230, 3.84750, -2.45540], [0.88830, 4.46120, 0.21840], [1.29510, 3.24480, 0.54220], [2.51940, 3.13260, 1.03240], [-1.85750, 2.56620, -0.11040], [1.49230, 5.27380, 0.32100], [-0.07640, 4.62690, -0.02680], [3.15020, 3.92540, 1.10350], [2.89390, 2.22220, 1.25780]]
}